# 1
Entry from OMol25: a cluster of 9 separate species, C9H32N16O11 in total at a distorted geometry (wB97M-V/def2-TZVPD).

Structure (XYZ):
```
68
Properties=species:S:1:pos:R:3:forces:R:3:mulliken_charge:R:1
C 0.23040 -0.49292 -0.32974 -2.906 -0.904 -0.372 -0.85
O -0.90400 -0.58688 -0.81275 -2.770 0.228 -1.383 -0.70
O 0.79996 0.59749 -0.27188 2.771 6.726 -0.102 0.48
O 0.79991 -1.44771 0.15759 3.062 -4.649 2.305 -0.86
C -1.64742 3.01506 0.83352 -0.256 1.542 0.752 -0.02
O -2.40910 3.85480 1.25093 -1.887 1.714 1.420 -0.82
N -1.47819 2.72244 -0.39838 0.460 -0.814 -5.059 0.08
N -0.85580 2.26916 1.55321 1.659 -1.527 3.639 0.12
H -1.82715 3.25164 -1.18468 0.035 -0.154 0.411 0.24
H -0.77432 2.00749 -0.51465 0.012 -0.406 -1.298 0.19
H -0.19546 1.66026 1.09138 0.214 -0.629 0.183 -0.27
H -0.85786 2.33803 2.56086 0.038 -0.025 -0.288 0.17
C 3.16728 3.42806 0.58093 2.942 -1.302 0.264 0.42
O 4.05407 4.24927 0.70120 0.567 1.583 -0.166 -0.76
N 1.99624 3.41522 1.10605 -4.503 2.764 2.170 -0.23
N 3.34780 2.20812 0.11894 2.429 -1.934 -2.405 -0.31
H 1.75726 4.31915 1.48801 -0.852 -0.284 -0.003 0.23
H 1.32365 2.82125 0.64246 -0.375 0.440 0.546 0.23
H 2.53498 1.61918 0.00677 0.254 -0.784 -0.465 0.16
H 4.19851 2.12726 -0.41944 -0.375 -0.669 -0.144 0.19
C 3.02985 -2.41500 -2.19689 1.915 1.163 -1.901 0.35
O 3.42364 -2.89648 -3.20831 1.116 -2.592 -3.663 -0.75
N 2.96130 -1.14848 -1.99359 -0.961 5.959 0.518 -0.39
N 2.83387 -2.98448 -1.08370 -1.031 -5.836 4.772 -0.29
H 3.30056 -0.43221 -2.61966 -0.603 -0.482 -0.108 0.22
H 2.20444 -1.00286 -1.34087 0.141 1.529 0.198 0.39
H 2.44552 -2.51850 -0.27615 -0.376 0.120 -0.434 0.35
H 2.66479 -3.97680 -1.16628 -0.182 0.043 0.406 0.16
C -4.30674 0.58517 1.98418 -0.199 -2.006 -1.501 0.43
O -5.26863 -0.15463 2.17195 -0.428 -0.178 0.366 -0.76
N -3.26643 0.29774 1.20763 0.841 -0.700 -0.750 -0.19
N -4.18971 1.78996 2.48269 -1.363 2.139 2.356 -0.29
H -3.29372 -0.50294 0.59258 0.376 0.261 0.230 0.07
H -2.60149 1.05437 1.13373 0.311 -1.090 -0.590 0.48
H -5.04387 1.99471 2.98128 0.471 0.857 0.087 0.19
H -3.51771 2.47549 2.16875 -0.364 0.382 0.089 0.31
C -0.24409 1.84395 -3.90361 -2.417 1.888 -0.818 0.50
O -0.77682 2.46681 -4.80988 -0.129 0.371 -1.915 -0.80
N -0.58272 0.69206 -3.45299 -1.427 -4.613 -0.090 -0.13
N 0.53146 2.40282 -3.03046 3.828 2.992 2.475 -0.23
H -1.36963 0.19958 -3.85091 0.349 -0.049 0.183 0.12
H -0.22875 0.41266 -2.54926 -0.659 -0.755 0.057 0.21
H 0.76474 1.87263 -2.20307 0.414 0.432 0.228 0.14
H 0.80180 3.37083 -3.13029 -0.007 -0.414 0.040 0.19
C 2.10403 -0.58701 3.36455 2.412 1.197 -0.036 0.46
O 2.58078 -0.48051 4.46975 0.138 -0.598 2.562 -0.78
N 2.73917 -0.11528 2.30547 2.804 1.672 -2.180 -0.11
N 1.02442 -1.09585 2.90509 -5.373 -2.408 0.555 -0.15
H 2.28774 -0.21514 1.40751 0.591 0.202 -0.399 0.12
H 3.69484 0.19921 2.39433 -0.475 0.170 -0.131 0.18
H 0.85016 -0.98238 1.91673 -0.452 -0.741 -0.410 0.01
H 0.41512 -1.72448 3.40876 0.196 0.421 0.108 0.19
C -3.74725 -0.79375 -2.96738 1.366 -1.423 0.963 0.56
O -3.29377 -1.91767 -3.05655 0.266 -1.188 -0.218 -0.68
N -4.60633 -0.34529 -3.86364 -2.252 1.374 -2.110 -0.42
N -3.39317 0.03275 -1.99733 -0.124 1.370 1.256 -0.09
H -5.02464 -1.06131 -4.44021 0.055 0.334 0.120 0.26
H -5.12708 0.49587 -3.66028 -0.067 -0.295 -0.231 0.17
H -3.65641 1.00760 -1.97584 0.107 -0.319 0.009 0.10
H -2.69093 -0.29131 -1.34776 0.739 0.084 -0.112 0.18
C 1.15421 -4.83824 1.98479 -5.387 -1.389 -5.084 0.59
O 0.35286 -4.84950 1.01699 1.271 -0.322 1.668 -0.65
N 1.96565 -3.92168 2.27224 4.381 5.466 -0.098 -0.15
N 1.22767 -5.72228 2.92749 -0.094 -4.984 3.637 -0.38
H 2.75939 -4.20203 2.83034 0.031 1.120 -0.315 0.16
H 1.98345 -3.12107 1.65677 0.274 0.169 0.233 0.05
H 0.81282 -6.64198 2.88113 0.031 0.378 -0.325 0.25
H 2.05486 -5.63143 3.49984 -0.578 -0.624 0.298 0.13
```
Positions in Å, forces in eV/Å.

Summary:
Net charge: -2
E_tot (hartree): -2066.19156

---

# 2
Entry from OMol25: a cluster of 7 separate species, C9H32N6O7 in total at a distorted geometry (wB97M-V/def2-TZVPD).

Structure (XYZ):
```
54
Properties=species:S:1:pos:R:3:forces:R:3:mulliken_charge:R:1
C -3.27789 -3.53296 -0.54702 1.084 1.301 -0.807 -1.31
C -2.88389 -2.17996 0.07698 -0.019 -2.691 1.441 0.80
O -4.03589 -1.60396 0.60798 0.416 2.765 1.659 -0.64
H -3.42689 -4.23796 0.26998 -0.944 -0.091 -0.429 0.35
H -2.36389 -3.85896 -1.03602 0.218 -0.361 -0.266 0.32
H -4.01289 -3.38796 -1.38302 0.152 -0.513 1.234 0.34
H -2.28589 -1.57196 -0.55002 0.118 0.930 -0.939 -0.24
H -2.26989 -2.44096 0.95898 0.365 0.012 -0.384 0.04
H -3.64889 -0.89996 1.24098 -1.377 -1.298 -1.472 0.31
C 0.95011 -1.79096 -0.55202 -2.399 0.962 -1.200 -1.15
C 0.77411 -0.98996 0.69698 -0.103 -0.672 1.106 0.24
O 0.62111 0.42004 0.47198 1.141 -1.085 -0.785 -0.47
H 1.69311 -1.32296 -1.18102 0.474 -0.245 -0.227 0.03
H -0.04089 -1.85596 -1.14302 1.509 0.054 0.835 0.16
H 1.22011 -2.75996 -0.20302 0.439 -0.888 -0.226 0.55
H 1.62211 -1.25796 1.32998 0.707 0.857 0.000 0.46
H -0.00389 -1.42396 1.30398 -1.020 0.347 -0.101 0.09
H 0.04211 0.83904 1.08098 -1.110 0.093 0.955 -0.06
C 4.32511 0.40704 1.12198 0.651 -6.385 -3.346 0.47
O 4.41511 -0.78396 0.43098 -0.178 5.742 3.168 -0.70
N 5.30711 0.94504 1.78498 2.207 1.302 1.601 -0.38
N 3.23511 1.09704 1.17998 -3.118 0.972 -0.352 -0.38
H 6.04511 0.31004 1.89898 1.427 -0.383 0.466 0.28
H 5.20711 1.76904 2.40498 0.130 -1.177 -0.884 0.20
H 2.49811 0.59304 0.73598 -1.005 0.409 -0.161 0.27
H 2.97811 1.64704 1.99498 0.255 -0.209 -0.455 0.28
C -1.30089 1.03204 -2.44302 -2.525 -3.316 5.934 0.44
O -2.17789 0.47404 -1.58902 2.082 2.338 -3.912 -0.73
N -1.50789 1.73404 -3.49202 -7.141 -0.424 -2.869 -0.38
N -0.05189 0.99004 -2.15102 5.123 -0.826 -0.891 -0.10
H -2.49589 1.53904 -3.82502 1.901 1.178 -0.172 0.32
H -0.84489 2.27004 -3.93402 1.416 1.063 -1.141 0.15
H 0.13211 0.59104 -1.28202 0.360 -0.629 1.704 0.05
H 0.76111 0.81104 -2.85402 -2.206 1.075 1.342 0.43
C -2.13289 2.36804 1.46098 -2.266 -4.009 1.648 0.51
O -2.48789 1.15904 1.89998 1.894 3.912 -1.167 -0.66
N -1.81889 3.35004 2.26898 1.030 1.204 2.836 -0.42
N -2.24689 2.65804 0.19598 -0.154 0.056 -3.078 -0.29
H -1.74289 3.07904 3.26198 -0.225 0.821 -0.997 0.27
H -1.91189 4.31204 1.94698 0.202 -0.592 0.572 0.19
H -2.54489 1.75904 -0.21502 0.271 0.693 -1.431 0.20
H -1.93589 3.50304 -0.38902 -0.625 -2.142 1.769 0.21
C 2.67111 -0.26096 -4.16302 -0.284 -1.950 1.307 -0.77
O 2.11111 0.93204 -3.64702 1.433 0.225 -1.109 -0.55
H 3.49411 -0.17496 -4.82502 0.663 0.713 -0.754 0.41
H 1.92211 -0.88496 -4.59902 -0.791 -0.091 -0.853 0.28
H 3.02311 -0.92996 -3.37402 0.182 0.550 0.494 0.25
H 2.44711 1.60904 -4.24502 -0.356 0.367 0.390 0.29
C -0.35789 -0.75296 4.01698 -0.943 -0.355 1.078 -0.64
O -1.48289 -1.10396 3.21898 0.826 -1.167 0.389 -0.43
H 0.40511 -1.57496 4.10898 -0.932 0.754 -0.302 0.22
H -0.75889 -0.48196 5.03798 0.839 -0.290 -0.675 0.28
H 0.05511 0.13504 3.56898 0.845 0.422 0.041 0.22
H -1.90389 -0.26796 3.04398 -0.639 0.674 -0.585 0.37
```
Positions in Å, forces in eV/Å.

Summary:
Net charge: 0
E_tot (hartree): -1217.25058
SMILES: NC(N)=O.NC(N)=O.NC(N)=O.CCO.CCO.CO.CO

---

# 3
Entry from OMol25: a structure of composition C9H34B2N4NiO3 at a distorted geometry (wB97M-V/def2-TZVPD).

Structure (XYZ):
```
53
Properties=species:S:1:pos:R:3:forces:R:3:mulliken_spin:R:1
Ni 24.83507 19.41400 6.98236 2.263 0.304 -0.959 1.75
B 25.86263 18.27738 4.52125 -1.155 0.629 0.452 0.02
H 26.18472 18.03660 5.52252 1.732 -1.452 4.818 0.02
H 26.43100 17.85293 3.70821 2.670 -1.457 -2.508 0.01
H 24.84535 17.93378 4.41476 -4.273 -1.618 -0.315 0.01
H 25.76482 19.34865 4.43714 -0.179 4.648 -0.573 0.02
B 27.25225 21.17738 7.15665 -0.148 -0.603 -1.057 0.05
H 27.30607 20.16598 7.52867 0.554 -4.820 1.225 0.03
H 27.65967 21.37989 6.17827 1.257 0.137 -3.656 0.00
H 26.22970 21.52035 7.18829 -5.069 1.957 0.173 0.02
H 27.80382 21.71532 7.91205 1.537 2.118 3.346 0.04
C 22.89858 22.97966 3.99882 0.341 -0.939 -0.799 0.00
C 21.87777 21.89563 4.41012 0.416 1.214 -0.463 0.00
C 21.41271 20.84351 3.38196 0.048 0.518 0.784 0.00
O 20.30174 20.21386 4.02952 1.272 0.125 -0.054 0.00
C 19.76991 19.15507 3.30864 -0.781 -1.179 0.584 0.00
N 22.41552 21.27493 5.63029 -0.350 -0.560 0.705 0.01
H 23.14002 23.67555 4.80228 -0.559 0.104 0.060 0.00
H 22.61142 23.50114 3.08576 -0.199 0.209 0.180 0.00
H 23.86958 22.53223 3.78648 0.016 -0.330 -0.115 0.00
H 20.99715 22.43431 4.75999 -0.508 0.036 -0.530 0.00
H 22.23651 20.18292 3.11167 0.064 -0.491 0.411 0.00
H 21.03051 21.20932 2.42897 0.139 0.748 -0.013 0.00
H 18.77074 19.05496 3.73259 -0.552 0.217 -0.942 0.00
H 20.14749 18.15615 3.52699 1.030 -0.024 0.371 0.00
H 19.88422 19.22913 2.22718 -0.588 0.521 -0.119 0.00
H 21.64635 20.71591 5.97082 -0.134 -0.960 -0.058 0.00
H 22.30736 22.03421 6.28748 0.791 0.374 0.449 0.00
C 24.08829 19.26496 12.15744 0.101 -1.335 1.277 0.00
C 24.73033 18.96412 10.84237 2.393 0.037 0.139 0.00
C 25.04437 17.49936 10.53560 -0.998 -0.137 0.177 0.00
O 25.60385 17.38246 9.21486 -0.660 -1.130 0.328 0.01
C 25.87459 15.99525 8.89700 -0.306 -0.656 0.504 0.00
N 23.91165 19.56244 9.82257 0.002 0.720 -1.416 0.01
H 23.08664 18.83731 12.11394 -0.102 -0.348 0.591 0.00
H 23.95555 20.27966 12.53277 0.328 0.401 -0.910 0.00
H 24.72972 18.81851 12.91728 -0.465 -0.422 0.416 0.00
H 25.74667 19.35623 10.87988 -0.081 0.991 -0.564 0.00
H 24.09514 17.00880 10.75107 -0.617 -0.750 -1.197 0.00
H 25.64950 16.97012 11.27168 0.787 0.615 0.122 0.00
H 26.13041 15.77020 7.86162 0.247 1.031 -0.028 0.00
H 25.04635 15.31130 9.08231 -0.845 0.499 0.095 0.00
H 26.61854 15.54161 9.55186 0.613 0.570 0.050 0.00
H 23.76728 20.47820 10.22338 0.106 0.808 -0.702 0.00
H 22.98011 19.19064 9.94134 -0.355 -0.629 -0.380 0.00
C 21.35902 16.23972 6.94040 5.169 4.888 0.430 0.00
O 22.22666 17.14622 6.92206 -0.545 -0.470 -0.061 0.00
N 21.64253 15.00353 6.89524 1.984 -6.839 -1.173 0.00
N 20.14071 16.45630 7.20589 -6.454 1.498 0.801 0.00
H 22.54900 14.63288 6.64821 0.043 0.758 -0.049 0.00
H 20.93194 14.29690 6.76943 -0.027 0.252 0.228 0.00
H 19.47090 15.72417 7.01758 -0.147 0.454 0.327 0.00
H 19.80432 17.36899 7.47778 0.193 -0.229 -0.400 0.00
```
Positions in Å, forces in eV/Å.

Summary:
Multiplicity: 3
Net charge: 0
E_tot (hartree): -2365.59875

---

# 4
Entry from OMol25: a cluster of 9 separate species, C9H35O9 in total at a distorted geometry (wB97M-V/def2-TZVPD).

Structure (XYZ):
```
53
Properties=species:S:1:pos:R:3:forces:R:3:mulliken_charge:R:1
C 16.16985 1.76557 -16.21701 -0.002 1.165 -0.653 -0.05
O 15.69580 3.04448 -16.26712 -0.246 0.149 1.007 -0.89
H 15.74242 1.13423 -15.43802 -0.208 -0.487 0.536 -0.10
H 16.06989 1.23407 -17.16338 -0.656 -0.596 -0.721 0.06
H 17.25514 1.71098 -16.13170 1.026 -0.020 0.664 0.12
C 13.11278 1.59413 -14.04965 0.484 0.242 -0.392 -0.51
O 13.25558 2.95484 -14.41108 -1.289 -0.324 0.825 -0.58
H 13.99909 1.27106 -13.50359 0.038 -0.268 0.259 0.14
H 12.22210 1.41409 -13.44768 -0.007 0.478 0.225 0.35
H 12.99906 0.92792 -14.90482 0.114 0.005 -0.373 0.20
H 13.97569 3.05599 -15.03783 1.088 -0.100 -0.862 0.32
C 18.56194 -0.20993 -13.73756 0.485 0.127 0.644 -0.29
O 19.45620 -1.14811 -14.31072 0.428 -0.384 -0.700 -0.57
H 19.20093 0.64540 -13.51805 -0.253 0.199 0.019 0.25
H 17.75130 0.12439 -14.38501 0.012 -0.253 -0.154 -0.02
H 18.17976 -0.57782 -12.78535 -0.257 0.039 0.014 0.34
H 19.26212 -2.06745 -14.11384 -0.415 0.254 0.175 0.28
C 16.99052 3.19034 -12.97516 -0.248 0.265 -0.784 -0.03
O 16.94851 4.33777 -13.80459 0.700 0.693 1.276 -0.58
H 17.83836 2.55999 -13.24334 -0.034 -0.339 -0.100 -0.01
H 17.12978 3.45425 -11.92679 -0.123 0.405 -0.026 0.33
H 16.04220 2.66502 -13.08838 0.062 -0.422 0.158 -0.06
H 16.66629 4.09284 -14.68887 -0.650 -0.798 -0.902 0.25
C 15.04732 6.65440 -15.89815 -0.757 0.737 1.317 -0.56
O 15.23231 6.55698 -17.26983 0.410 0.063 -0.743 -0.42
H 15.91512 7.12831 -15.43940 0.385 -0.578 0.445 0.28
H 14.26479 7.38983 -15.71138 -0.581 0.068 0.281 0.33
H 14.74716 5.72773 -15.40898 0.420 -0.140 -0.332 0.11
H 15.70961 7.37787 -17.41102 0.100 -0.177 -0.978 0.28
C 18.25406 4.95706 -17.57208 0.814 -0.278 0.268 -0.21
O 17.60148 5.07478 -18.81940 -0.392 0.410 0.097 -0.49
H 18.72779 3.98105 -17.46681 -0.234 -0.374 0.089 0.18
H 19.08929 5.64504 -17.44107 0.052 0.558 -0.206 0.43
H 17.58696 5.09899 -16.72181 -0.394 -0.125 -0.515 -0.16
H 18.22897 5.24045 -19.52680 0.193 -0.053 0.245 0.27
C 18.08556 2.05233 -19.57489 0.613 -0.581 0.917 -0.48
O 16.81517 2.39228 -20.04254 -0.194 -0.239 -0.385 -0.44
H 18.06179 1.81679 -18.51091 -0.415 0.527 0.151 0.03
H 18.45988 1.11028 -19.97555 0.113 -0.124 -0.635 0.37
H 18.82046 2.84202 -19.73118 0.112 0.081 -0.059 0.29
H 16.90490 2.41269 -20.99812 -0.325 0.135 -0.098 0.26
C 15.27602 -1.09834 -19.06735 0.999 1.050 0.810 -0.43
O 15.23710 -2.32193 -19.72636 -0.227 -1.086 -0.630 -0.56
H 15.43057 -0.26940 -19.75804 -0.675 0.283 -0.027 0.28
H 14.42574 -0.98084 -18.39555 -0.138 0.066 -0.449 0.24
H 16.16279 -1.04031 -18.43618 0.124 -0.049 0.408 0.16
H 16.04776 -2.36970 -20.23834 -0.067 -0.209 -0.076 0.30
C 15.29305 -1.81562 -15.04214 -0.868 0.897 -0.746 -0.14
O 15.71057 -2.86924 -14.22048 0.554 -0.500 0.199 -0.57
H 14.68486 -1.13354 -14.44802 0.274 0.157 0.058 0.08
H 16.08289 -1.26834 -15.55666 0.319 0.116 0.465 0.04
H 14.64658 -2.12460 -15.86354 -0.202 -0.522 -0.046 0.26
H 16.57054 -3.15417 -14.53808 -0.061 -0.145 0.043 0.32
```
Positions in Å, forces in eV/Å.

Summary:
Net charge: -1
E_tot (hartree): -1040.87640